[1]
Molecular formula: C41H36BrGe2N2O2S4SbTi
Method: DFT, ωB97M-V/def2-TZVPD

Cartesian coordinates (Å):
Ti1 -0.611 0.275 0.727
S1 -1.879 -0.745 5.188
C1 -3.339 -0.383 4.323
C2 -4.643 -0.479 4.772
C3 -5.658 -0.162 3.890
C4 -5.366 0.282 2.603
C5 -4.066 0.404 2.165
C6 -3.024 0.049 3.019
N1 -1.684 0.080 2.742
C7 -0.959 -0.290 3.747
C8 0.478 -0.351 3.800
C9 1.139 -0.012 4.981
C10 2.515 0.021 5.040
C11 3.263 -0.300 3.913
C12 2.633 -0.694 2.755
C13 1.233 -0.729 2.658
H1 -4.849 -0.781 5.788
H2 -6.687 -0.250 4.211
H3 -6.174 0.551 1.938
H4 -3.844 0.798 1.181
H5 0.543 0.272 5.840
H6 3.005 0.336 5.952
H7 4.342 -0.231 3.937
H8 3.203 -0.937 1.867
S2 -2.820 3.413 3.119
Sb1 -1.357 3.490 1.352
S3 0.454 1.976 1.976
S4 -2.132 1.765 -0.185
C14 3.449 0.679 -4.005
Ge1 2.396 -0.281 -2.571
C15 1.082 -1.307 -3.712
C16 3.763 -1.713 -2.090
Ge2 1.281 1.104 -0.743
C17 0.653 2.359 -2.204
C18 1.236 3.581 -2.519
C19 0.787 4.340 -3.586
C20 -0.251 3.888 -4.381
C21 -0.841 2.670 -4.089
C22 -0.397 1.927 -3.012
C23 2.907 2.175 -0.163
C24 4.185 1.643 -0.253
C25 5.303 2.348 0.161
C26 5.159 3.617 0.694
C27 3.893 4.164 0.807
C28 2.788 3.454 0.374
H9 3.798 -0.039 -4.742
H10 4.312 1.181 -3.581
H11 2.835 1.420 -4.506
H12 1.383 -2.344 -3.836
H13 0.997 -0.857 -4.697
H14 0.101 -1.293 -3.251
H15 3.808 -2.466 -2.873
H16 3.524 -2.212 -1.155
H17 4.751 -1.267 -2.002
H18 2.056 3.947 -1.917
H19 1.256 5.292 -3.804
H20 -0.595 4.476 -5.224
H21 -1.650 2.303 -4.710
H22 -0.878 0.989 -2.772
H23 4.304 0.647 -0.658
H24 6.290 1.906 0.074
H25 6.028 4.168 1.039
H26 3.765 5.146 1.245
H27 1.805 3.896 0.488
Br1 -5.717 0.568 -4.137
C29 -4.960 -0.702 -2.936
C30 -5.608 -1.914 -2.767
C31 -5.068 -2.849 -1.900
C32 -3.903 -2.566 -1.212
C33 -3.264 -1.347 -1.404
C34 -3.787 -0.398 -2.274
C35 -2.013 -1.075 -0.620
O1 -2.026 -1.317 0.604
O2 -0.998 -0.651 -1.207
H28 -6.523 -2.127 -3.299
H29 -5.576 -3.793 -1.760
H30 -3.475 -3.278 -0.523
H31 -3.302 0.563 -2.382
N2 0.658 -1.140 1.475
C36 0.678 -2.469 1.184
C37 0.570 -2.932 -0.144
C38 0.456 -4.276 -0.421
C39 0.484 -5.220 0.598
C40 0.666 -4.792 1.903
C41 0.774 -3.450 2.197
H32 0.589 -2.215 -0.956
H33 0.346 -4.607 -1.448
H34 0.379 -6.272 0.366
H35 0.715 -5.515 2.710
H36 0.910 -3.136 3.227

Values from the calculation:
- Energy: -11254.5734 Eh
- Energy above the lowest of the compared OMol25 structures with the same formula, charge and spin: 27.05 kcal per mole
- Total charge: -2
- Orbital gap: 0.1989 Ha

***

[2]
Molecular formula: C3H8N2O
Method: DFT, ωB97M-V/def2-TZVPD

Cartesian coordinates (Å):
C1 1.360 -1.257 -0.948
C2 0.891 0.152 -1.182
C3 -0.042 0.774 1.046
H1 0.536 -1.920 -1.174
H2 2.223 -1.496 -1.625
H3 1.453 -1.436 0.149
H4 0.545 0.326 -2.158
H5 1.710 0.895 -0.947
H6 -1.297 -0.862 0.254
H7 0.941 1.330 1.120
H8 -1.550 0.029 2.192
N1 -0.290 0.545 -0.309
N2 -0.613 0.405 2.095
O1 -1.437 -0.191 -0.476

Values from the calculation:
- Structure (SMILES): [H]/N=C\N(O)CC
- Energy: -303.7640 Eh
- Energy above the lowest of the compared OMol25 structures with the same formula, charge and spin: 80.43 kcal per mole
- Total charge: 0
- Orbital gap: 0.3687 Ha

***

[3]
Molecular formula: C4H10Se
Method: DFT, ωB97M-V/def2-TZVPD

Cartesian coordinates (Å):
C1 0.332 1.051 -0.671
C2 0.335 -1.428 -0.505
C3 0.196 -0.012 1.596
C4 -0.176 -0.157 0.115
Se1 -2.276 -0.184 -0.117
H1 -0.323 1.327 -1.438
H2 0.306 2.028 -0.125
H3 1.362 0.788 -0.833
H4 0.270 -2.342 -0.024
H5 -0.078 -1.565 -1.492
H6 1.454 -1.346 -0.680
H7 1.079 -0.636 1.753
H8 0.440 1.129 1.772
H9 -0.654 -0.263 2.259
H10 -2.268 1.610 -1.610

Values from the calculation:
- Energy: -2559.6854 Eh
- Energy above the lowest of the compared OMol25 structures with the same formula, charge and spin: 84.65 kcal per mole
- Total charge: 0
- Orbital gap (spin up / spin down): 0.2735 / 0.2645 Ha

***

[4]
Molecular formula: C5H10HoO3
Method: DFT, ωB97M-V/def2-TZVPD

Cartesian coordinates (Å):
O1 2.206 1.746 -0.866
C1 2.835 0.929 0.002
C2 2.238 -0.418 0.098
O2 1.034 -0.487 -0.521
C3 0.071 -1.519 -0.284
C4 -1.128 -0.888 0.387
O3 -1.409 0.336 -0.296
C5 -2.726 0.842 -0.075
Ho1 0.271 1.683 -0.829
H1 3.850 0.816 -0.423
H2 2.389 -1.103 0.935
H3 0.490 -2.320 0.334
H4 -0.196 -1.885 -1.283
H5 -0.943 -0.679 1.451
H6 -1.988 -1.567 0.306
H7 -2.751 1.871 -0.444
H8 -3.445 0.233 -0.638
H9 -2.960 0.811 0.998
H10 2.160 1.598 1.147

Values from the calculation:
- Energy: -1369.5247 Eh
- 2S+1: 6
- Energy above the lowest of the compared OMol25 structures with the same formula, charge and spin: 3.24 kcal per mole
- Total charge: +2
- Orbital gap (spin up / spin down): 0.2227 / 0.3129 Ha

***

[5]
Molecular formula: C20H24I2N7O2Sr
Method: DFT, ωB97M-V/def2-TZVPD

Cartesian coordinates (Å):
Sr1 0.704 0.028 -0.318
I1 -4.385 -1.363 5.592
C1 -3.282 -0.648 4.010
C2 -2.867 0.676 4.004
C3 -2.102 1.164 2.950
I2 -1.462 3.129 3.039
C4 -1.719 0.341 1.878
O1 -0.948 0.764 0.912
C5 -2.166 -1.004 1.902
C6 -1.839 -1.950 0.769
N1 -0.378 -2.176 0.541
C7 0.342 -2.687 1.729
C8 0.770 -1.563 2.659
C9 0.463 -1.573 4.008
C10 0.833 -0.496 4.793
C11 1.509 0.566 4.213
C12 1.798 0.488 2.866
N2 1.453 -0.551 2.095
C13 -2.941 -1.479 2.951
H1 -3.131 1.331 4.824
H2 -2.320 -2.906 0.988
H3 -2.262 -1.584 -0.170
H4 -0.295 -2.859 -0.205
H5 -0.256 -3.415 2.284
H6 1.236 -3.204 1.378
H7 -0.098 -2.401 4.423
H8 0.579 -0.479 5.846
H9 1.794 1.439 4.783
H10 2.327 1.304 2.383
H11 -3.269 -2.513 2.946
C14 -2.251 3.819 -3.015
N3 -1.934 3.089 -1.783
C15 -2.972 2.891 -0.759
C16 -0.715 2.625 -1.617
N4 0.364 2.217 -1.485
H12 -2.987 3.269 -3.601
H13 -1.345 3.949 -3.599
H14 -2.646 4.802 -2.762
H15 -3.818 2.378 -1.216
H16 -3.282 3.862 -0.375
H17 -2.561 2.293 0.049
C17 3.976 -0.834 -5.498
N5 3.067 -0.799 -4.363
C18 1.613 -0.908 -4.402
C19 1.291 -0.840 -2.927
O2 0.162 -0.931 -2.436
N6 2.433 -0.654 -2.188
C20 3.433 -0.660 -3.091
N7 4.704 -0.531 -2.718
H18 3.396 -1.007 -6.400
H19 4.693 -1.651 -5.402
H20 4.498 0.117 -5.607
H21 1.276 -1.849 -4.835
H22 1.150 -0.074 -4.931
H23 4.908 -0.439 -1.740
H24 5.463 -0.511 -3.374

Values from the calculation:
- Energy: -1936.3645 Eh
- Total charge: +1
- Orbital gap: 0.2613 Ha

***

[6]
Molecular formula: C11H22O9P
Method: DFT, ωB97M-V/def2-TZVPD

Cartesian coordinates (Å):
C1 -1.535 0.321 2.959
C2 -1.360 -0.518 1.695
O1 -1.147 0.241 0.520
C3 0.027 1.049 0.512
C4 1.258 0.402 1.087
C5 2.500 1.333 0.992
O2 3.522 0.622 0.381
P1 3.289 -1.125 0.484
O3 1.549 -0.765 0.388
H1 -1.093 1.311 2.870
H2 -1.063 -0.156 3.820
H3 -2.589 0.454 3.195
H4 -0.591 -1.285 1.814
H5 -2.294 -1.051 1.505
H6 0.234 1.254 -0.541
H7 -0.172 2.010 1.004
H8 1.131 0.163 2.154
H9 2.794 1.591 2.020
H10 2.292 2.266 0.452
H11 4.713 -1.339 0.603
H12 3.388 -1.177 -0.967
H13 2.984 -2.541 0.507
H14 3.198 -1.062 1.944
C6 0.475 -2.258 -3.869
C7 1.006 -2.601 -2.488
O4 2.247 -3.250 -2.819
C8 2.652 -2.831 -4.027
O5 3.707 -3.066 -4.525
O6 1.671 -2.110 -4.635
H15 -0.101 -1.336 -3.894
H16 -0.115 -3.067 -4.307
H17 1.213 -1.726 -1.869
H18 0.372 -3.284 -1.929
C9 -4.240 1.864 0.230
C10 -2.948 2.382 -0.377
O7 -2.490 3.289 0.634
C11 -3.013 2.906 1.820
O8 -2.638 3.285 2.880
O9 -3.981 1.976 1.631
H19 -4.457 0.829 -0.020
H20 -5.100 2.490 -0.019
H21 -2.204 1.595 -0.501
H22 -3.089 2.916 -1.314

Values from the calculation:
- Energy: -1450.8402 Eh
- Total charge: -1
- Orbital gap: 0.2419 Ha